(1)
Formula: C5H11NO
Source: the OMol25 dataset
Level of theory: ωB97M-V with the def2-TZVPD basis set

Values from the calculation:
* SMILES string: C[C@H]1CN1CCO
* highest occupied orbital energy: -0.33854 Ha
* LUMO level: 1.08 eV
* relative energy (zero: lowest compared OMol25 entry of this formula, charge and spin): 50.87 kcal per mole
* calculated total energy: -327.0503 hartree
* HOMO-LUMO gap: 0.378 Eh

The geometry in ORCA input format:
```
! wB97M-V def2-TZVPD RIJCOSX def2/J DEFGRID3
* xyz 0 1
C 1.804 -0.042 -1.539
C 1.204 -0.693 -0.319
C 1.277 -0.178 1.077
N 0.102 0.029 0.261
C -1.224 -0.547 0.460
C -2.189 0.598 0.161
O -1.942 1.669 1.041
H 1.216 -0.344 -2.414
H 2.849 -0.314 -1.717
H 1.723 1.045 -1.442
H 1.104 -1.780 -0.378
H 1.837 0.728 1.309
H 1.250 -0.912 1.885
H -1.388 -1.381 -0.237
H -1.374 -0.907 1.487
H -2.027 0.900 -0.887
H -3.238 0.314 0.280
H -0.985 1.814 0.971
*
```

=====

(2)
Formula: C5H11NO
Source: the OMol25 dataset
Level of theory: ωB97M-V with the def2-TZVPD basis set

Values from the calculation:
* SMILES string: CCN(C)C(C)=O
* highest occupied orbital energy: -0.33767 Ha
* LUMO level: 0.90 eV
* relative energy (zero: lowest compared OMol25 entry of this formula, charge and spin): 13.88 kcal per mole
* calculated total energy: -327.1092 hartree
* HOMO-LUMO gap: 0.371 Eh

The geometry in ORCA input format:
```
! wB97M-V def2-TZVPD RIJCOSX def2/J DEFGRID3
* xyz 0 1
C -1.037 1.108 -1.413
C -0.929 -0.168 -0.596
N 0.414 -0.436 -0.072
C 1.486 -0.599 -1.041
C 0.776 -0.313 1.237
C -0.266 -0.098 2.324
O 1.942 -0.459 1.577
H -0.518 1.931 -0.915
H -0.579 0.958 -2.387
H -2.087 1.328 -1.611
H -1.212 -1.072 -1.147
H -1.637 -0.174 0.232
H 2.370 -0.105 -0.677
H 1.236 -0.066 -1.959
H 1.620 -1.638 -1.316
H 0.104 -0.661 3.177
H -0.447 0.955 2.544
H -1.235 -0.491 2.042
*
```

=====

(3)
Formula: C5H11NO
Source: the OMol25 dataset
Level of theory: ωB97M-V with the def2-TZVPD basis set

Values from the calculation:
* SMILES string: CCCNC(C)=O
* highest occupied orbital energy: -0.35655 Ha
* LUMO level: 0.87 eV
* relative energy (zero: lowest compared OMol25 entry of this formula, charge and spin): 15.94 kcal per mole
* calculated total energy: -327.1059 hartree
* HOMO-LUMO gap: 0.388 Eh

The geometry in ORCA input format:
```
! wB97M-V def2-TZVPD RIJCOSX def2/J DEFGRID3
* xyz 0 1
C -2.063 -0.197 -0.707
C -1.600 0.947 0.186
C -0.605 0.487 1.297
N 0.647 -0.351 0.970
C 1.547 0.239 0.169
C 2.671 -0.843 -0.316
O 1.586 1.435 -0.063
H -2.839 0.119 -1.413
H -1.224 -0.590 -1.292
H -2.474 -1.017 -0.105
H -1.179 1.756 -0.424
H -2.490 1.392 0.672
H -0.277 1.382 1.847
H -1.121 -0.177 1.988
H 0.538 -1.333 0.735
H 3.058 -0.336 -1.187
H 2.375 -1.877 -0.621
H 3.485 -0.986 0.421
*
```

=====

(4)
Formula: C5H11NO
Source: the OMol25 dataset
Level of theory: ωB97M-V with the def2-TZVPD basis set

Values from the calculation:
* highest occupied orbital energy: -0.27539 Ha
* LUMO level: 0.93 eV
* relative energy (zero: lowest compared OMol25 entry of this formula, charge and spin): 110.25 kcal per mole
* calculated total energy: -326.9556 hartree
* HOMO-LUMO gap: 0.310 Eh

The geometry in ORCA input format:
```
! wB97M-V def2-TZVPD RIJCOSX def2/J DEFGRID3
* xyz 0 1
C -2.020 0.293 -0.970
C -0.841 -0.425 -0.354
C 0.352 0.239 0.040
C 0.297 1.662 0.560
N 0.956 -0.661 0.946
C 2.032 -1.287 0.659
O 2.721 -1.062 -0.447
H -1.988 1.370 -0.783
H -2.040 0.135 -2.055
H -2.960 -0.095 -0.566
H -1.109 -1.027 0.965
H -0.692 -1.424 -0.774
H 2.153 -0.404 -0.928
H 0.280 2.400 -0.249
H -0.588 1.839 1.194
H 1.177 1.873 1.177
H -0.166 -1.204 1.495
H 2.442 -2.061 1.301
*
```

=====

(5)
Formula: C5H11NO
Source: the OMol25 dataset
Level of theory: ωB97M-V with the def2-TZVPD basis set

Values from the calculation:
* highest occupied orbital energy (alpha / beta): -0.27680 / -0.27364 Ha
* LUMO level (alpha / beta): 0.86 / 0.86 eV
* relative energy (zero: lowest compared OMol25 entry of this formula, charge and spin): 144.95 kcal per mole
* calculated total energy: -326.9004 hartree
* HOMO-LUMO gap (alpha / beta): 0.309 / 0.305 Eh

The geometry in ORCA input format:
```
! wB97M-V def2-TZVPD RIJCOSX def2/J DEFGRID3
* xyz 0 1
C 2.567 0.911 0.077
O 1.524 0.859 -0.718
C 0.564 -0.004 -0.566
C -0.063 -0.449 0.728
N -1.310 -0.656 -0.033
C -2.525 -0.158 0.567
C -0.796 0.083 -1.208
H 2.462 0.548 1.094
H 3.300 1.653 -0.206
H 2.732 -1.071 -0.454
H 2.045 -1.350 -0.718
H 0.318 -1.341 1.240
H -0.114 0.388 1.457
H -2.463 0.911 0.849
H -2.754 -0.739 1.467
H -3.357 -0.282 -0.134
H -1.173 1.120 -1.277
H -0.959 -0.423 -2.166
*
```

=====

(6)
Formula: C5H11NO
Source: the OMol25 dataset
Level of theory: ωB97M-V with the def2-TZVPD basis set

Values from the calculation:
* SMILES string: CCN1C[C@H]1CO
* highest occupied orbital energy: -0.34262 Ha
* LUMO level: 1.04 eV
* relative energy (zero: lowest compared OMol25 entry of this formula, charge and spin): 75.75 kcal per mole
* calculated total energy: -327.0106 hartree
* HOMO-LUMO gap: 0.381 Eh

The geometry in ORCA input format:
```
! wB97M-V def2-TZVPD RIJCOSX def2/J DEFGRID3
* xyz 0 1
C -2.340 0.416 -0.120
C -1.268 -0.829 0.382
N 0.142 -0.518 0.570
C 0.315 0.915 0.626
C 0.819 0.143 -0.534
C 2.278 -0.246 -0.700
O 2.949 -0.377 0.529
H -3.114 0.472 0.648
H -2.764 0.096 -1.066
H -2.190 1.519 -0.319
H -1.624 -1.176 1.366
H -1.291 -1.727 -0.272
H -0.661 1.345 0.447
H 0.942 1.349 1.394
H 0.267 0.238 -1.472
H 2.330 -1.182 -1.282
H 2.815 0.517 -1.274
H 2.396 -0.954 1.077
*
```

=====

(7)
Formula: C5H11NO
Source: the OMol25 dataset
Level of theory: ωB97M-V with the def2-TZVPD basis set

Values from the calculation:
* SMILES string: C/N=C(\C)O.C=C
* highest occupied orbital energy: -0.27899 Ha
* LUMO level: 0.79 eV
* relative energy (zero: lowest compared OMol25 entry of this formula, charge and spin): 85.50 kcal per mole
* calculated total energy: -326.9951 hartree
* HOMO-LUMO gap: 0.308 Eh

The geometry in ORCA input format:
```
! wB97M-V def2-TZVPD RIJCOSX def2/J DEFGRID3
* xyz 0 1
C -1.485 1.298 0.052
N -0.548 0.536 0.855
C 0.699 0.401 0.392
C 1.276 1.015 -0.840
O 1.627 0.124 1.318
H -1.223 2.359 -0.004
H -1.579 0.912 -0.975
H -2.469 1.232 0.521
H 1.347 2.098 -0.691
H 0.640 0.815 -1.701
H 2.276 0.619 -1.018
H 1.143 -0.066 2.139
C -0.831 -1.605 0.329
C 0.347 -1.954 -0.323
H -0.987 -1.895 1.363
H -1.743 -1.432 -0.234
H 0.372 -2.007 -1.404
H 1.139 -2.450 0.222
*
```

=====

(8)
Formula: C5H11NO
Source: the OMol25 dataset
Level of theory: ωB97M-V with the def2-TZVPD basis set

Values from the calculation:
* highest occupied orbital energy: -0.27815 Ha
* LUMO level: -4.00 eV
* relative energy (zero: lowest compared OMol25 entry of this formula, charge and spin): 230.40 kcal per mole
* calculated total energy: -326.7642 hartree
* HOMO-LUMO gap: 0.131 Eh

The geometry in ORCA input format:
```
! wB97M-V def2-TZVPD RIJCOSX def2/J DEFGRID3
* xyz 0 1
O -0.009 -0.016 2.211
C -0.481 1.175 2.295
N -1.111 1.737 1.235
C -1.043 -0.854 -0.287
C 0.316 -1.619 -0.063
C 0.221 -0.674 -1.310
C 0.873 0.650 -1.438
H -0.265 1.740 3.259
H -1.390 2.674 1.592
H -1.265 -0.325 0.616
H -1.893 -1.328 -0.737
H 0.844 -1.349 0.893
H 0.278 -2.746 -0.246
H 2.114 -1.285 -1.221
H -0.162 -0.992 -2.317
H 0.066 1.505 -1.764
H 1.275 0.996 -0.495
H 1.633 0.710 -2.224
*
```

=====

(9)
Formula: C5H11NO
Source: the OMol25 dataset
Level of theory: ωB97M-V with the def2-TZVPD basis set

Values from the calculation:
* SMILES string: CNC(=O)C(C)C
* highest occupied orbital energy: -0.35343 Ha
* LUMO level: 0.86 eV
* relative energy (zero: lowest compared OMol25 entry of this formula, charge and spin): 2.80 kcal per mole
* calculated total energy: -327.1269 hartree
* HOMO-LUMO gap: 0.385 Eh

The geometry in ORCA input format:
```
! wB97M-V def2-TZVPD RIJCOSX def2/J DEFGRID3
* xyz 0 1
C 2.832 0.455 -0.179
N 1.462 0.127 -0.503
C 0.464 -0.115 0.388
O 0.633 -0.268 1.588
C -0.925 -0.144 -0.256
C -1.594 -1.483 0.035
C -1.722 1.032 0.307
H 3.050 1.489 -0.471
H 3.527 -0.209 -0.704
H 2.979 0.354 0.897
H 1.162 0.255 -1.454
H -0.843 -0.017 -1.346
H -1.561 -1.668 1.112
H -1.072 -2.301 -0.474
H -2.637 -1.479 -0.300
H -2.758 1.010 -0.048
H -1.715 0.974 1.399
H -1.280 1.989 0.008
*
```

=====

(10)
Formula: C5H11NO
Source: the OMol25 dataset
Level of theory: ωB97M-V with the def2-TZVPD basis set

Values from the calculation:
* SMILES string: CC[C@@H](C)NC=O
* highest occupied orbital energy: -0.35843 Ha
* LUMO level: 0.90 eV
* relative energy (zero: lowest compared OMol25 entry of this formula, charge and spin): 6.81 kcal per mole
* calculated total energy: -327.1205 hartree
* HOMO-LUMO gap: 0.391 Eh

The geometry in ORCA input format:
```
! wB97M-V def2-TZVPD RIJCOSX def2/J DEFGRID3
* xyz 0 1
C -1.741 -0.690 -0.475
C -0.907 0.578 -0.643
C 0.442 0.615 0.112
C 0.352 1.195 1.520
N 1.098 -0.685 0.192
C 1.705 -1.245 -0.880
O 1.715 -0.759 -1.996
H -1.198 -1.555 -0.863
H -2.023 -0.905 0.563
H -2.665 -0.608 -1.056
H -0.693 0.699 -1.712
H -1.495 1.453 -0.332
H 1.111 1.246 -0.484
H -0.154 2.165 1.498
H -0.214 0.533 2.188
H 1.354 1.343 1.940
H 1.088 -1.190 1.065
H 2.224 -2.189 -0.637
*
```

=====

Number 8 is which compound?
C5H11NO

=====

Among the records above, which one has the lowest relative energy (zero: lowest compared OMol25 entry of this formula, charge and spin)?
number 9

=====

relative energy (zero: lowest compared OMol25 entry of this formula, charge and spin) of number 3 (C5H11NO)?
15.94 kcal per mole